1.
Below is C24H31CsN6O2S2 as an isolated structure, with properties calculated with ωB97M-V/def2-TZVPD.

Calculated values
Kohn-Sham gap = 7.24 eV
E_LUMO = 0.0039 Ha
HOMO = -7.1 eV
Electronic energy = -60646.383 eV
ΔE to the lowest compared entry with this formula, charge and spin = 9.1 kcal per mole

Geometry as ORCA input:
```
! wB97M-V def2-TZVPD RIJCOSX def2/J DEFGRID3
* xyz 0 1
Cs -0.10217 -1.42720 0.11069
O 3.16698 1.96351 1.11150
C 2.68678 0.80410 1.03664
N 2.67077 -0.06086 0.05478
C 3.37778 0.34107 -1.13867
C 2.61555 0.02726 -2.40688
C 3.29631 -0.14203 -3.61245
C 2.58060 -0.35930 -4.77340
C 1.19470 -0.40567 -4.70853
C 0.59952 -0.23749 -3.47204
N 1.28444 -0.03111 -2.34506
C 1.91939 0.30503 2.24321
C 2.29676 -0.83850 2.94101
C 1.53640 -1.24799 4.02014
C 0.40693 -0.51975 4.36631
C 0.09233 0.59483 3.61314
N 0.83575 1.00727 2.58217
H 4.35280 -0.15802 -1.19404
H 3.59856 1.41845 -1.13572
H 4.37825 -0.10157 -3.62612
H 3.09521 -0.49307 -5.71668
H 0.58946 -0.57000 -5.58927
H -0.48186 -0.26449 -3.36944
H 3.17078 -1.38587 2.61611
H 1.81516 -2.12981 4.58392
H -0.22850 -0.81108 5.19094
H -0.80206 1.17258 3.81441
C -4.95967 1.81305 -0.99894
O -4.18840 1.55980 0.17215
C -3.42825 0.44013 0.24152
S -3.30764 -0.57279 -1.09799
S -2.66159 0.26005 1.73771
H -5.48924 2.74111 -0.79557
H -5.66558 1.00341 -1.18050
H -4.32355 1.91282 -1.87925
N 0.20877 3.37241 1.12284
C 1.20525 3.92607 0.15545
C 1.10364 3.16742 -1.15876
N -0.23154 3.18225 -1.73578
C -1.19261 2.65134 -0.78155
C -1.18311 3.35467 0.57065
H 0.22486 3.93654 1.97066
H 0.46892 2.41263 1.48894
H 2.19067 3.79962 0.59621
H 0.95504 4.98148 0.02182
H 1.38133 2.12239 -0.99995
H 1.82144 3.58618 -1.86490
H -0.49562 4.11832 -2.02319
H -0.97652 1.58958 -0.63556
H -2.19945 2.70642 -1.19223
H -1.82965 2.83124 1.27614
H -1.50124 4.39503 0.47006
N 0.27478 -5.18804 -0.84658
C -0.59577 -4.76788 0.16321
C -1.87977 -4.32224 -0.15141
C -2.68415 -3.75742 0.82575
C -2.23116 -3.63898 2.13543
C -0.96607 -4.10887 2.45517
C -0.15019 -4.66887 1.48186
H 1.02588 -5.78456 -0.53724
H -0.17949 -5.55348 -1.66889
H -2.22783 -4.37526 -1.17707
H -3.65524 -3.36793 0.55185
H -2.85073 -3.16644 2.88432
H -0.59941 -4.02787 3.47124
H 0.84625 -5.01361 1.73573
*
```

Now the Löwdin charges, all in e:
1. Cs 0.95
2. O -0.05
3. C -0.58
4. N -0.03
5. C -0.20
6. C -0.27
7. C -0.03
8. C -0.07
9. C -0.07
10. C -0.15
11. N 0.03
12. C -0.26
13. C -0.03
14. C -0.06
15. C -0.06
16. C -0.17
17. N 0.08
18. H 0.12
19. H 0.11
20. H 0.11
21. H 0.11
22. H 0.10
23. H 0.10
24. H 0.12
25. H 0.11
26. H 0.11
27. H 0.09
28. C -0.14
29. O -0.28
30. C -1.38
31. S 0.50
32. S 0.48
33. H 0.09
34. H 0.07
35. H 0.06
36. N 0.05
37. C -0.11
38. C -0.19
39. N -0.04
40. C -0.20
41. C -0.11
42. H 0.17
43. H 0.12
44. H 0.11
45. H 0.13
46. H 0.09
47. H 0.13
48. H 0.11
49. H 0.08
50. H 0.11
51. H 0.08
52. H 0.13
53. N 0.10
54. C -0.41
55. C -0.10
56. C -0.12
57. C -0.12
58. C -0.12
59. C -0.09
60. H 0.09
61. H 0.09
62. H 0.12
63. H 0.10
64. H 0.10
65. H 0.10
66. H 0.11

***

2.
Below is a 3-piece molecular cluster, C24H31F9N2O5 overall, with properties calculated with ωB97M-V/def2-TZVPD.

Calculated values
Kohn-Sham gap = 9.38 eV
E_LUMO = 0.0159 Ha
HOMO = -8.9 eV
SMILES string = CCO[C@H]1[C@@H](Cc2ccc(C)cc2)OC(=O)[C@@H]1C(F)(F)C(F)(F)C(F)(F)C(F)(F)F.CN(C)C=O.CN(C)C=O
Electronic energy = -63065.530 eV
ΔE to the lowest compared entry with this formula, charge and spin = 0.0 kcal per mole

Geometry as ORCA input:
```
! wB97M-V def2-TZVPD RIJCOSX def2/J DEFGRID3
* xyz 0 1
C 1.67666 -1.17802 4.93971
C 1.20084 -1.98207 3.71031
O 0.63829 -1.08199 2.76413
C 0.98754 -1.30581 1.43991
C -0.15684 -1.56610 0.43089
C -1.54926 -1.85277 0.95270
C -2.46929 -0.67661 1.17073
C -3.36768 -0.77767 2.18274
C -4.25656 0.19418 2.43052
C -4.30509 1.33004 1.68767
C -5.32284 2.40125 1.93942
C -3.40829 1.43411 0.68484
C -2.51277 0.46164 0.42544
O 0.01320 -0.68011 -0.68916
C 1.30317 -0.27869 -0.66398
O 1.99301 -0.11493 -1.65661
C 1.74438 -0.10449 0.79920
C 3.23809 -0.20197 0.99283
F 3.47010 -0.27783 2.33056
F 3.71495 -1.33820 0.46761
C 4.04127 0.99860 0.37403
F 4.71483 0.53005 -0.69275
F 3.23251 1.95155 -0.09033
C 5.11994 1.58224 1.30964
F 5.88355 2.41009 0.58786
F 5.91821 0.59545 1.72811
C 4.56847 2.36657 2.55583
F 5.17371 3.54667 2.62810
F 4.84826 1.71659 3.68119
F 3.25009 2.54126 2.49386
H 2.75064 -1.27830 5.04941
H 1.16597 -1.52479 5.83000
H 1.49044 -0.12723 4.74479
H 0.48357 -2.74036 4.02188
H 2.06541 -2.51585 3.31776
H 1.67873 -2.13294 1.28727
H 0.14283 -2.53321 0.01163
H -2.01725 -2.61661 0.33662
H -1.40710 -2.32202 1.92382
H -3.41575 -1.66295 2.80013
H -4.97811 0.07310 3.22462
H -4.91317 3.25088 2.47519
H -5.71546 2.70279 0.97274
H -6.15301 1.97173 2.49096
H -3.43810 2.31341 0.05843
H -1.84486 0.59355 -0.41096
H 1.39553 0.80446 1.28491
C -4.06129 -2.71049 -3.43258
N -4.83392 -2.82304 -2.21088
C -5.28098 -4.13326 -1.77117
C -5.15365 -1.74679 -1.46380
O -5.79569 -1.78268 -0.43381
H -4.64164 -3.09007 -4.27611
H -3.13971 -3.29009 -3.34532
H -3.80543 -1.67017 -3.62100
H -6.36938 -4.15131 -1.70648
H -4.87754 -4.35010 -0.78104
H -4.94585 -4.89137 -2.47456
H -4.76765 -0.80052 -1.88056
C 4.74391 2.96727 -4.09427
N 3.38688 2.75662 -4.55649
C 2.42059 2.15427 -3.65129
C 2.99092 3.09970 -5.79605
O 1.86780 2.94638 -6.23441
H 5.19361 2.01208 -3.81485
H 4.74194 3.62701 -3.22360
H 5.34303 3.42288 -4.88013
H 2.03517 1.23330 -4.08598
H 1.58460 2.83939 -3.49905
H 2.89161 1.93533 -2.70079
H 3.79993 3.54699 -6.40001
*
```

Now the Löwdin charges, all in e:
1. C -0.05
2. C -0.23
3. O -0.07
4. C -0.23
5. C -0.20
6. C -0.05
7. C -0.21
8. C -0.05
9. C -0.05
10. C -0.29
11. C -0.03
12. C -0.06
13. C -0.04
14. O 0.07
15. C -0.36
16. O 0.15
17. C -0.01
18. C -0.39
19. F 0.13
20. F 0.16
21. C -0.36
22. F 0.15
23. F 0.16
24. C -0.36
25. F 0.17
26. F 0.17
27. C -0.54
28. F 0.19
29. F 0.18
30. F 0.18
31. H 0.07
32. H 0.07
33. H 0.08
34. H 0.11
35. H 0.11
36. H 0.15
37. H 0.15
38. H 0.13
39. H 0.12
40. H 0.12
41. H 0.12
42. H 0.08
43. H 0.08
44. H 0.08
45. H 0.12
46. H 0.11
47. H 0.18
48. C -0.06
49. N -0.20
50. C -0.04
51. C -0.36
52. O 0.02
53. H 0.09
54. H 0.09
55. H 0.08
56. H 0.09
57. H 0.09
58. H 0.08
59. H 0.13
60. C -0.06
61. N -0.20
62. C -0.04
63. C -0.36
64. O 0.01
65. H 0.09
66. H 0.09
67. H 0.08
68. H 0.09
69. H 0.10
70. H 0.05
71. H 0.13

***

3.
Below is C24H31Ge2N2NiS3Se4 as an isolated structure, with properties calculated with ωB97M-V/def2-TZVPD.

Calculated values
Kohn-Sham gap (spin up / spin down) = 5.69 / 5.58 eV
E_LUMO (spin up / spin down) = 0.0663 / 0.0380 Ha
HOMO (spin up / spin down) = -3.9 / -4.5 eV
Electronic energy = -476337.668 eV
ΔE to the lowest compared entry with this formula, charge and spin = 32.1 kcal per mole

Geometry as ORCA input:
```
! wB97M-V def2-TZVPD RIJCOSX def2/J DEFGRID3
* xyz -1 3
Ni -2.96759 1.22821 0.43633
Se -4.51339 -0.10718 0.47319
Se -6.74876 -0.25582 0.56611
Se -6.72544 2.85085 -0.21107
Se -4.55644 2.91803 -0.52741
C -1.93271 -2.22655 3.95250
C -2.87694 -1.49838 2.99793
Ge -2.01034 0.08567 2.10300
C -1.31735 1.21506 3.58187
C 0.14297 0.87951 3.88206
C -0.58254 -0.75769 1.04097
C -0.56326 -0.81568 -0.28960
Ge -2.07903 0.06440 -1.28991
C -3.14933 -1.36068 -2.24479
C -2.55069 -1.86245 -3.55813
C -2.02475 1.54314 -2.66919
C -0.85523 1.61696 -3.64758
C 0.47281 -1.52429 -1.06709
C 1.32529 -2.46922 -0.48667
C 2.32388 -3.07719 -1.22704
C 2.49327 -2.77223 -2.57062
C 1.63097 -1.87119 -3.17403
C 0.63662 -1.26217 -2.42570
H -2.44393 -3.06903 4.42661
H -1.57350 -1.56511 4.74430
H -1.06304 -2.62058 3.42108
H -3.76472 -1.13857 3.52430
H -3.23614 -2.17401 2.22067
H -1.95111 1.02596 4.45350
H -1.41694 2.27201 3.34134
H 0.26243 -0.17298 4.15048
H 0.52418 1.48451 4.70909
H 0.77499 1.07399 3.01202
H 0.20240 -1.22539 1.63940
H -4.12981 -0.91292 -2.42011
H -3.31310 -2.18937 -1.55345
H -2.34230 -1.03625 -4.24321
H -3.25088 -2.53310 -4.06417
H -1.62338 -2.41172 -3.39214
H -2.09334 2.49031 -2.13889
H -2.96898 1.40872 -3.20430
H 0.09586 1.75146 -3.12815
H -0.98489 2.46859 -4.32072
H -0.78040 0.72182 -4.26836
H 1.19909 -2.74001 0.55400
H 2.98193 -3.79570 -0.75292
H 3.28333 -3.23907 -3.14526
H 1.73286 -1.63541 -4.22644
H -0.02744 -0.55829 -2.90457
S 3.91699 4.80570 0.14867
C 2.59693 3.81400 0.20785
S 0.97438 4.46387 0.26932
C 0.31565 2.82562 0.38373
N 1.23282 1.91884 0.36818
N 2.50585 2.45749 0.26975
C 3.57552 1.53030 0.44086
C 3.31577 0.38978 1.19957
C 4.31758 -0.53399 1.43525
C 5.58781 -0.33966 0.91510
C 5.83670 0.78172 0.14156
C 4.84180 1.71630 -0.10639
S -1.35317 2.66466 0.49798
H 2.32641 0.23967 1.60489
H 4.09743 -1.40630 2.03808
H 6.37126 -1.06283 1.10491
H 6.82066 0.93868 -0.28225
H 5.05444 2.57520 -0.71625
*
```

Now the Löwdin charges, all in e:
1. Ni -0.81
2. Se 0.12
3. Se -0.02
4. Se -0.03
5. Se 0.08
6. C -0.19
7. C -0.39
8. Ge 0.78
9. C -0.36
10. C -0.18
11. C -0.23
12. C -0.32
13. Ge 0.88
14. C -0.38
15. C -0.18
16. C -0.36
17. C -0.18
18. C -0.23
19. C -0.04
20. C -0.09
21. C -0.10
22. C -0.08
23. C -0.06
24. H 0.06
25. H 0.05
26. H 0.06
27. H 0.05
28. H 0.04
29. H 0.06
30. H 0.03
31. H 0.05
32. H 0.07
33. H 0.04
34. H 0.05
35. H 0.05
36. H 0.05
37. H 0.05
38. H 0.06
39. H 0.05
40. H -0.01
41. H 0.06
42. H 0.07
43. H 0.07
44. H 0.05
45. H 0.10
46. H 0.10
47. H 0.10
48. H 0.10
49. H 0.05
50. S 0.55
51. C -1.10
52. S 0.97
53. C -1.02
54. N 0.02
55. N -0.13
56. C -0.19
57. C -0.02
58. C -0.09
59. C -0.10
60. C -0.09
61. C -0.05
62. S 0.65
63. H 0.08
64. H 0.10
65. H 0.10
66. H 0.10
67. H 0.06

***

4.
Below is one molecule with the formula C24H31N3O4, with properties calculated with ωB97M-V/def2-TZVPD.

Calculated values
Kohn-Sham gap = 8.20 eV
E_LUMO = 0.0262 Ha
HOMO = -7.5 eV
SMILES string = COc1ccc(N2CCN([C@@H](CNC(=O)C(C)C)c3ccc4c(c3)OCO4)CC2)cc1
Electronic energy = -38051.090 eV
ΔE to the lowest compared entry with this formula, charge and spin = 52.1 kcal per mole

Geometry as ORCA input:
```
! wB97M-V def2-TZVPD RIJCOSX def2/J DEFGRID3
* xyz 0 1
C 4.53906 3.03757 -0.00568
O 3.83187 2.48188 -1.08455
C 3.37173 1.19956 -0.96278
C 2.73721 0.66126 -2.08214
C 2.24607 -0.62343 -2.06993
C 2.33759 -1.43560 -0.93051
N 1.89478 -2.75534 -0.97094
C 2.00897 -3.57481 0.21396
C 0.93425 -3.18870 1.25801
N -0.09296 -2.43868 0.56142
C -1.19507 -1.96358 1.37878
C -0.68432 -1.05298 2.52058
N 0.10413 0.04283 2.02085
C -0.40994 1.29599 1.93201
O -1.47494 1.60208 2.42625
C 0.51524 2.30729 1.26408
C 1.21154 3.09411 2.37796
C -0.29528 3.23879 0.36752
C -2.14412 -1.12486 0.55584
C -3.50190 -1.14263 0.82940
C -4.40024 -0.31097 0.16604
C -3.88104 0.54044 -0.77659
C -2.51620 0.55722 -1.06334
C -1.62692 -0.25957 -0.41485
O -2.26969 1.48424 -2.04428
C -3.51535 2.08389 -2.32775
O -4.52426 1.45408 -1.56991
C -0.49336 -3.19569 -0.61119
C 0.64778 -3.06591 -1.64604
C 2.97659 -0.88353 0.18053
C 3.49244 0.40433 0.16676
H 5.44160 2.46066 0.22405
H 4.82527 4.03900 -0.32383
H 3.91726 3.10868 0.89280
H 2.65327 1.27244 -2.96657
H 1.80497 -1.00721 -2.97626
H 3.01423 -3.49656 0.62778
H 1.86585 -4.61074 -0.10724
H 0.52770 -4.09859 1.73824
H 1.37228 -2.56416 2.03642
H -1.74983 -2.80220 1.84421
H -1.54720 -0.61334 3.02689
H -0.10555 -1.62857 3.24873
H 0.90463 -0.20217 1.45494
H 1.26472 1.78297 0.66356
H 0.46593 3.56034 3.01772
H 1.82695 2.43586 2.98876
H 1.84097 3.87472 1.95493
H 0.33081 4.04783 -0.00220
H -0.69495 2.69457 -0.48410
H -1.12329 3.65819 0.93423
H -3.87878 -1.81401 1.58633
H -5.45383 -0.32518 0.38717
H -0.57603 -0.24300 -0.64929
H -3.73928 1.97683 -3.40059
H -3.47441 3.15565 -2.07063
H -0.67501 -4.25461 -0.35676
H -1.41714 -2.78740 -1.01863
H 0.40465 -2.27790 -2.35374
H 0.76957 -4.00400 -2.19931
H 3.10749 -1.45445 1.08548
H 3.98264 0.76926 1.05644
*
```

Now the Löwdin charges, all in e:
1. C -0.09
2. O -0.09
3. C -0.30
4. C 0.00
5. C -0.02
6. C -0.23
7. N -0.10
8. C -0.14
9. C -0.16
10. N -0.14
11. C -0.25
12. C -0.12
13. N 0.09
14. C -0.49
15. O 0.07
16. C -0.33
17. C -0.06
18. C -0.04
19. C -0.20
20. C -0.03
21. C 0.02
22. C -0.20
23. C -0.19
24. C 0.05
25. O 0.02
26. C -0.16
27. O 0.04
28. C -0.14
29. C -0.13
30. C -0.04
31. C -0.04
32. H 0.10
33. H 0.09
34. H 0.08
35. H 0.12
36. H 0.11
37. H 0.12
38. H 0.12
39. H 0.13
40. H 0.10
41. H 0.15
42. H 0.13
43. H 0.11
44. H 0.11
45. H 0.11
46. H 0.09
47. H 0.08
48. H 0.07
49. H 0.08
50. H 0.06
51. H 0.09
52. H 0.11
53. H 0.12
54. H 0.13
55. H 0.14
56. H 0.14
57. H 0.12
58. H 0.12
59. H 0.10
60. H 0.12
61. H 0.10
62. H 0.11